22
Properties=species:S:1:pos:R:3:forces:R:3 method="wB97M-V/def2-TZVPD" e_above_lowest_kcal_mol=47.13 homo_lumo_gap_ev=9.415
O 4.2961 -0.1414 2.1502 -0.24 -0.20 -0.08
O 3.8296 -2.6731 3.9648 0.16 0.13 0.11
C -1.3986 1.5464 -2.4915 0.35 -0.94 -0.29
C -1.9719 1.6950 -0.0872 0.20 0.37 -0.29
C -1.3970 -1.5525 -2.0933 -0.63 0.45 -0.07
C -1.6726 0.7782 -1.2257 0.10 0.35 1.12
C -1.1812 1.9188 0.9519 -0.60 -0.89 0.93
C -1.5921 -0.5290 -0.9938 -0.08 -0.35 -1.31
H -0.9971 -2.4744 -1.7031 0.42 -0.25 -0.02
H 3.5825 -0.7488 1.9028 0.31 0.24 0.07
H -0.7999 -1.1468 -2.9045 0.38 -0.18 0.03
H -1.5122 0.9760 -3.4119 -0.23 -0.21 0.04
H 5.0143 -0.7309 2.4045 -0.05 -0.02 -0.01
H 4.1133 -1.9884 4.5866 -0.14 -0.16 -0.16
H 2.9083 -2.4715 3.7789 -0.04 0.01 0.08
H -0.3371 1.8435 -2.4898 -0.44 0.39 0.14
H -2.3522 -1.8208 -2.5735 0.06 0.10 0.31
H -0.3911 1.2211 1.1781 0.63 0.14 -0.32
H -1.4604 2.5445 1.7960 -0.06 0.24 -0.37
H -1.7332 -0.9238 -0.0018 -0.19 0.13 0.28
H -2.0766 2.3861 -2.5398 0.14 0.47 -0.09
H -2.8708 2.2920 -0.1979 -0.05 0.18 -0.10



37
Properties=species:S:1:pos:R:3:forces:R:3 method="wB97M-V/def2-TZVPD" homo_lumo_gap_ev=10.716
O -2.6840 -3.5845 -0.6578 0.00 0.02 0.01
O -3.4820 0.9230 -0.0726 -0.05 0.06 0.03
O -2.8617 2.9542 -0.8228 0.03 0.01 0.02
O -1.7444 1.1479 -1.4805 0.03 0.04 -0.02
O -4.0152 -4.7165 -2.0791 0.00 0.01 0.00
O -4.7742 -2.9000 -0.9838 0.00 -0.01 0.02
O -0.3436 -0.2607 1.3401 0.51 -0.64 -0.62
C -2.7673 1.6109 -0.7258 0.02 -0.09 0.02
C -4.2794 -2.1342 0.1246 0.00 -0.01 0.11
C 2.0100 0.7115 1.3935 0.23 -0.37 -0.28
C -1.7037 3.4412 -1.5090 0.06 0.06 -0.04
C 5.7924 -0.1917 0.8567 -0.40 -0.09 0.01
C -3.8424 -3.8218 -1.3156 0.01 -0.03 -0.02
C 3.3991 0.6922 0.7277 0.10 -0.05 0.41
C -2.7820 -2.3020 -0.0190 -0.01 0.07 0.06
C -1.2629 2.2217 -2.2962 0.06 0.02 -0.08
C 4.4762 0.0552 1.6156 -0.02 0.10 -0.09
B 0.8859 -0.1311 0.6919 -0.32 0.26 0.39
H 1.6266 1.7312 1.5079 -0.06 0.00 0.01
H 5.8823 -1.2455 0.5920 0.12 0.02 -0.02
H 2.0790 0.3290 2.4214 0.02 0.12 0.07
H -4.6624 -2.5764 1.0472 0.04 -0.03 -0.01
H -4.6011 -1.1042 0.0526 -0.06 0.03 -0.15
H -2.3338 -1.5477 -0.6642 -0.03 0.03 0.00
H 4.0807 -0.8816 2.0179 0.09 -0.04 0.01
H -0.1860 2.1393 -2.4147 0.00 -0.07 0.07
H 3.3664 0.1318 -0.2102 -0.06 0.10 -0.08
H -0.9641 3.7520 -0.7693 0.01 -0.02 0.00
H -1.9750 4.2893 -2.1313 -0.10 -0.02 0.02
H 4.6474 0.7047 2.4778 -0.02 0.00 0.01
H -2.2559 -2.3154 0.9301 0.05 -0.11 -0.03
H -1.7435 2.1604 -3.2736 -0.01 0.01 0.00
H 3.7240 1.7103 0.5018 -0.02 -0.03 -0.19
H 6.6669 0.1001 1.4341 0.04 -0.04 -0.01
H 5.7864 0.3689 -0.0796 0.15 0.08 0.03
H -0.1976 -0.7802 2.1352 -0.29 0.36 0.51
H 1.0390 -0.6811 -0.3629 -0.10 0.22 -0.16



18
Properties=species:S:1:pos:R:3:forces:R:3 method="wB97M-V/def2-TZVPD" total_charge=-2 e_above_lowest_kcal_mol=0.00 homo_lumo_gap_ev=5.755
S 2.8593 0.7577 -0.5666 0.27 -0.07 -0.06
O -3.2041 1.1070 0.5064 -0.28 0.05 0.00
N -1.1208 0.0294 0.3136 -0.01 0.03 0.30
N 1.1247 -2.0525 0.5555 -0.10 0.50 0.15
C 1.1841 0.9093 0.1278 -0.64 -0.22 -0.09
C -1.9030 1.3227 0.3594 0.31 -0.11 -0.04
C 0.5421 -1.4465 -0.6606 -0.41 -0.20 0.37
C 0.0827 0.0090 -0.4949 0.60 -0.02 -0.35
H -1.6121 1.8606 -0.5901 -0.09 0.09 -0.13
H 0.8416 1.9381 0.0074 -0.03 0.05 0.13
H -1.4280 1.9304 1.1710 -0.02 -0.02 0.07
H -0.0728 0.3828 -1.5297 -0.17 0.10 0.07
H -0.3542 -2.0377 -0.9181 0.21 0.05 -0.13
H 1.1601 0.6881 1.1998 0.15 0.09 0.03
H 0.4858 -1.7640 1.3004 0.04 -0.17 -0.05
H -1.8056 -0.6246 -0.0525 -0.04 0.01 -0.08
H 1.9578 -1.4859 0.7399 0.09 -0.20 -0.13
H 1.2625 -1.5238 -1.4688 0.12 0.03 -0.05



10
Properties=species:S:1:pos:R:3:forces:R:3 method="wB97M-V/def2-TZVPD" total_charge=+1 e_above_lowest_kcal_mol=58.92 multiplicity=5 homo_lumo_gap_ev="7.380 / 7.043" s2=6.05
Rh -0.5970 -1.7285 -0.0931 -1.30 -0.89 -2.44
O -1.7766 0.0186 0.2772 0.89 4.46 3.19
O 0.3309 0.1840 0.5095 -1.35 1.79 0.78
C -1.4465 -1.4238 -1.9168 2.36 -0.99 1.88
C -0.9209 0.7728 0.8062 -1.03 -5.19 -3.58
C 1.5200 0.9059 0.7986 1.51 0.84 0.50
H 1.9931 0.4696 1.6863 -0.11 0.16 -0.26
H 1.2824 1.9617 0.9731 0.07 -0.35 -0.02
H -0.7273 -1.4703 -2.7632 -0.74 0.27 -0.26
H 2.1903 0.8327 -0.0656 -0.29 -0.09 0.21



82
Properties=species:S:1:pos:R:3:forces:R:3 method="wB97M-V/def2-TZVPD" total_charge=+2 e_above_lowest_kcal_mol=0.00 homo_lumo_gap_ev=3.496
Hf -0.1411 -1.2449 2.7252 -0.23 0.20 2.64
P 1.4509 -1.0325 -2.1392 2.80 -0.54 -3.52
P -1.9828 -0.0260 -2.1011 -1.54 1.24 -3.17
N -3.5511 -0.7727 -2.6862 0.37 0.13 0.30
N 2.7259 0.1573 -2.3626 0.22 0.43 0.78
N 2.3641 -2.3021 -3.1211 -0.72 -0.23 1.09
N -1.9639 1.7138 -2.8123 -0.26 -0.99 0.29
C -3.7320 -2.1609 -2.5444 -0.65 0.51 -0.37
C -0.4018 -0.7237 6.2007 -0.09 -0.86 -0.25
C -1.5187 -0.8423 7.2704 0.21 0.09 -0.09
C -4.5346 -0.3119 -3.5680 -0.27 -0.62 -0.01
C 0.2994 0.4654 0.6880 0.31 0.19 0.47
C -1.5704 3.9633 -2.9974 -0.05 -1.65 0.17
C -1.8695 3.4516 -4.3051 -0.41 -1.40 0.87
C -5.3487 -1.3867 -3.9379 1.01 0.66 0.57
C 3.8503 0.1681 -1.5266 0.42 0.80 -1.00
C 2.7002 -2.3079 -4.4718 -0.38 -0.92 -0.37
C 3.0807 0.8109 -3.5462 0.98 0.33 0.26
C -0.2667 3.0055 3.4103 0.59 0.86 0.66
C -4.8363 -2.5534 -3.2879 0.74 0.73 0.37
C 4.4036 1.2360 -3.4622 -1.34 -0.64 0.26
C -2.1513 2.0907 -4.1529 0.49 0.64 0.12
C 1.5689 -1.9076 3.8476 -0.27 -0.64 -0.37
C 1.3554 0.2152 1.8071 -0.11 1.99 -0.01
C 1.4470 1.0693 2.9225 1.65 -0.41 -1.91
C -0.9669 1.2329 1.1447 -0.18 0.48 -0.07
C -1.2387 1.8968 3.5749 -0.40 -1.21 -1.20
C 4.8831 0.8347 -2.1761 -0.73 -0.54 0.36
C -1.5975 2.8768 -2.1215 -0.19 0.54 -0.55
C -1.4324 0.9407 2.5939 0.09 1.01 -0.27
C 2.9608 -4.4242 -3.6957 -0.50 1.13 0.95
C 1.1237 2.5372 2.8398 -0.76 0.99 0.11
C 2.5766 -3.6015 -2.6381 -0.23 -0.23 -0.90
C 3.0125 -3.6140 -4.8622 -0.27 1.32 0.60
C 0.4295 -0.3209 -3.5285 -0.81 -0.30 0.00
C -0.9957 -1.0615 4.7503 -0.21 0.24 0.64
C 0.3437 0.5934 6.3404 0.07 0.15 0.11
C -1.0495 -0.7569 -3.5245 0.47 -0.05 -0.04
H -0.3219 1.4593 6.2829 -0.02 -0.02 0.01
H 0.0062 -0.4894 0.2111 0.08 -0.22 0.13
H 0.8548 -0.6270 -4.5001 -0.02 0.18 0.61
H 1.1886 -2.8577 4.2847 0.13 0.17 -0.11
H -2.4728 1.3606 -4.8909 0.15 0.31 0.19
H 2.4043 -3.8150 -1.5881 0.05 -0.06 -0.26
H -1.9543 -0.5032 4.6583 0.33 -0.40 0.05
H -3.0510 -2.7413 -1.9410 -0.05 -0.04 0.03
H -1.8783 3.9923 -5.2441 -0.17 -0.08 0.25
H -4.5748 0.7407 -3.8401 -0.06 -0.39 0.11
H 2.6743 -1.4007 -5.0660 0.01 -0.30 0.15
H 3.8041 -0.2873 -0.5502 0.11 -0.11 -0.03
H 3.1596 -5.4744 -3.6345 0.10 -0.22 0.06
H -1.1483 -0.5212 8.2616 -0.10 -0.10 -0.50
H -0.1195 3.5205 4.3810 -0.04 -0.53 -0.40
H 5.8775 0.9998 -1.7831 -0.17 -0.02 -0.01
H -6.2069 -1.3507 -4.5999 0.23 0.11 0.18
H 0.8255 0.6259 7.3315 -0.17 0.05 -0.39
H 0.3214 -1.5314 6.4269 -0.23 0.33 -0.22
H -1.8062 1.8688 4.5018 0.05 -0.19 -0.08
H 2.0699 0.7563 3.7768 -0.21 0.09 -0.63
H -1.3954 4.9925 -2.7377 0.20 -0.01 0.06
H 0.4805 0.7793 -3.4547 -0.05 -0.38 0.01
H -0.7780 2.3111 0.9939 -0.17 -0.48 0.38
H 2.2058 -0.4270 1.4938 -0.64 -0.15 0.84
H -1.5199 -0.4050 -4.4650 0.11 -0.25 0.65
H -2.3905 -0.2199 7.0150 0.25 -0.15 0.09
H 3.2121 -3.9408 -5.8776 0.19 0.17 0.30
H -5.2319 -3.5585 -3.3547 0.11 0.17 0.02
H 2.3055 -2.1726 3.0762 0.17 -0.20 0.00
H 1.8997 3.1076 3.3937 -0.32 -0.67 -0.11
H -0.6484 3.8374 2.7792 -0.07 -0.66 0.07
H -1.8149 1.0089 0.4657 0.57 -0.07 0.33
H 4.9439 1.7413 -4.2573 -0.14 -0.05 0.34
H 1.2210 2.9051 1.8008 -0.08 -0.59 0.38
H 0.7826 0.9528 -0.1783 -0.12 -0.01 0.30
H -1.3833 2.8562 -1.0605 -0.17 -0.03 -0.19
H 1.1298 0.7159 5.5888 -0.05 -0.04 0.11
H 2.3622 0.9605 -4.3392 0.29 -0.06 0.11
H 2.1042 -1.3975 4.6514 -0.24 0.11 -0.14
H -2.2506 0.1912 2.7052 0.28 0.70 0.07
H -1.1818 -1.8559 -3.5118 0.15 0.45 0.11
H -1.8470 -1.8815 7.3791 -0.05 0.20 -0.10
H -1.2847 -2.1342 4.8689 -0.05 0.02 -0.29



34
Properties=species:S:1:pos:R:3:forces:R:3 method="wB97M-V/def2-TZVPD" total_charge=-1 e_above_lowest_kcal_mol=36.75 homo_lumo_gap_ev=6.525
S 1.0998 -0.1158 -2.6841 -0.29 0.10 0.26
O -1.7681 1.7437 -2.8516 -0.90 0.32 0.09
O 2.1612 3.3385 -0.5543 1.54 1.05 -0.25
O -0.7709 -1.2570 3.7353 0.12 -0.86 0.39
O 0.7886 2.8194 1.9408 1.75 -0.37 1.30
O 3.1104 0.8859 -0.7023 0.34 0.17 -0.90
N -0.5416 -1.1722 0.8313 -2.46 0.45 -0.42
C -1.8862 0.9197 0.8755 -0.40 0.88 1.34
C 0.2842 -1.6587 -2.1322 1.70 0.65 -0.14
C -0.3910 -2.4365 0.1397 2.35 -1.70 -0.52
C 0.8165 -2.3184 -0.8633 -1.06 0.57 0.94
C -1.9254 -0.5505 0.5836 2.25 -0.70 0.02
H 1.3089 3.0842 -0.2716 -1.45 -0.29 0.45
H -0.9952 2.2553 -3.0554 0.63 0.50 -0.51
H 1.0270 1.9281 1.6758 -0.75 -0.59 -0.67
H -2.9161 1.1977 0.9500 -0.84 0.63 -0.01
H 1.3588 -3.2686 -1.0447 -0.41 0.46 0.13
H -1.4617 1.2247 1.8419 0.11 -0.40 -0.05
H 2.4848 0.3757 -1.3747 0.24 0.34 1.06
H 2.7060 2.5497 -0.3805 -0.17 -0.14 -0.68
H -0.0181 -3.2272 0.8539 -1.09 0.39 -0.33
H -1.3672 1.1423 -2.2317 0.32 -0.87 0.33
H 0.2441 -0.5342 0.6738 -0.73 -0.19 -0.51
H 1.6485 2.9398 2.4263 -1.21 0.86 -0.46
H -2.6267 -1.2369 1.1014 0.17 1.03 0.41
H -0.6257 -1.6004 2.8322 -0.07 0.62 -0.05
H -0.7678 -1.5923 -2.1456 -1.48 0.70 0.67
H 0.3933 -2.3092 -2.9419 0.65 -1.42 -1.33
H -1.2741 -2.7682 -0.4655 0.46 0.31 1.04
H -2.3070 -0.5520 -0.4332 0.58 -0.68 -0.75
H -0.9615 -0.3297 3.6335 -0.06 0.38 -0.29
H -1.4413 1.6101 0.1384 0.03 -0.89 -0.10
H 3.1487 0.5468 0.1820 -0.23 -0.90 0.30
H 1.4649 -1.6338 -0.2829 0.36 -0.42 -0.76



69
Properties=species:S:1:pos:R:3:forces:R:3 method="wB97M-V/def2-TZVPD" e_above_lowest_kcal_mol=0.00 homo_lumo_gap_ev=7.735
Br 1.1947 2.3145 0.2416 -0.03 0.06 -0.01
O -7.0987 -3.3361 -0.1357 -0.13 -0.35 0.22
O -1.0654 -1.5517 3.0004 0.01 -0.10 0.16
O -5.7385 1.1998 -1.6280 -0.07 0.17 -0.47
O 0.6897 -0.5183 2.3186 0.06 0.01 0.08
N 1.4317 -1.4551 -0.2328 0.30 0.10 0.01
N -0.3394 -1.1363 2.1128 0.14 0.19 0.81
N -4.7016 0.0540 0.0080 -0.25 -0.30 0.19
N -7.0160 -1.4618 -1.3632 -0.30 0.29 -0.31
C -2.7412 -1.1514 -0.6483 0.14 0.01 -0.19
C -4.9390 -2.3688 -0.4073 -0.15 0.13 -0.15
C 0.0997 -1.2445 -0.3469 -0.54 -0.02 0.13
C 6.7735 0.7473 -0.3860 0.03 -0.05 0.02
C -1.8844 -0.9640 -1.7364 -0.15 -0.05 0.26
C -2.7669 2.8477 -0.7968 -0.06 0.02 0.15
C -6.4544 -2.4241 -0.6080 0.39 0.03 0.06
C 3.6354 -0.4840 -0.5978 0.02 -0.38 -0.23
C 7.4073 -1.5573 -0.3659 -0.01 0.02 0.01
C -1.3877 2.7972 -0.8357 0.10 -0.02 0.03
C 3.2062 -1.8700 1.4071 0.01 -0.19 -0.27
C -1.3571 2.1449 1.4860 0.17 -0.03 -0.02
C -3.4597 2.5349 0.3691 0.18 0.20 0.17
C -4.2436 -1.0675 -0.8012 0.08 -0.25 0.01
C -5.2049 1.1808 -0.5356 -0.19 0.14 0.53
C 7.7655 1.0123 -1.3138 0.04 0.09 -0.08
C 5.4870 -0.8425 1.0803 -0.08 -0.25 -0.27
C 1.9926 -2.4338 0.6769 0.06 -0.08 0.39
C 8.3990 -1.2958 -1.2939 0.05 -0.07 -0.05
C -4.9594 2.4199 0.3187 0.00 -0.04 -0.28
C -2.1636 -1.2983 0.5943 0.09 -0.07 -0.09
C -0.7803 -1.2867 0.7647 -0.44 -0.09 -1.24
C 6.5829 -0.5400 0.0994 0.04 0.08 0.16
C -0.6950 2.4331 0.3068 0.11 -0.02 0.00
C 4.2670 -1.4652 0.3857 -0.09 0.30 0.31
C 2.3776 -1.0594 -1.2526 0.15 0.32 -0.06
C 8.5802 -0.0088 -1.7714 0.07 0.04 -0.08
C -2.7405 2.1904 1.5076 -0.09 0.16 -0.13
C -0.5200 -1.0191 -1.5960 0.20 -0.03 0.08
H -2.3057 -0.7999 -2.7172 -0.04 0.03 -0.14
H 4.5950 -2.3576 -0.1617 0.01 -0.01 -0.02
H -0.8538 3.0290 -1.7443 0.05 0.01 -0.06
H 9.0341 -2.0967 -1.6439 0.05 -0.06 -0.02
H 3.5959 -2.6245 2.0917 0.05 -0.03 0.06
H -4.4760 -0.8236 -1.8432 0.04 0.00 0.17
H -0.8008 1.8749 2.3708 0.07 -0.03 0.07
H 2.8983 -0.9997 1.9862 0.04 -0.02 0.05
H -5.3857 2.2944 1.3138 -0.01 0.00 0.02
H 1.9391 -0.2849 -1.8800 -0.03 -0.08 -0.02
H -4.5166 -3.1881 -0.9942 -0.02 -0.02 0.05
H 2.6443 -1.9227 -1.8791 -0.02 0.04 -0.07
H -4.2860 0.1170 0.9254 0.04 0.16 -0.13
H 1.2401 -2.7864 1.3806 0.03 0.00 -0.11
H 7.9033 2.0193 -1.6802 0.01 0.08 -0.03
H 0.0911 -0.9264 -2.4784 0.10 -0.05 -0.07
H 5.1752 0.0720 1.5869 -0.02 0.03 0.10
H 6.1407 1.5484 -0.0318 -0.07 0.09 0.06
H -4.7497 -2.5998 0.6426 0.00 -0.04 -0.02
H -5.4162 3.2804 -0.1691 -0.05 -0.10 0.03
H 3.3624 0.4263 -0.0628 0.00 0.09 0.03
H -6.5558 -0.6105 -1.6536 0.08 0.03 0.02
H 9.3555 0.1973 -2.4947 0.06 0.02 -0.05
H -2.7642 -1.3878 1.4885 -0.02 0.01 0.06
H -3.3179 3.1145 -1.6861 -0.08 0.02 -0.13
H 7.2739 -2.5628 0.0083 -0.02 -0.11 0.05
H 4.3475 -0.2208 -1.3808 0.01 0.06 -0.03
H -8.0170 -1.5018 -1.4703 0.04 -0.06 0.04
H -3.2585 1.9561 2.4270 -0.09 -0.03 0.11
H 5.8541 -1.5430 1.8339 -0.01 0.04 0.08
H 2.3099 -3.3008 0.0756 -0.04 -0.02 0.07



15
Properties=species:S:1:pos:R:3:forces:R:3 method="wB97M-V/def2-TZVPD" total_charge=+1 e_above_lowest_kcal_mol=156.06 homo_lumo_gap_ev="8.899 / 8.899"
N -0.0876 0.4209 -0.0780 -0.48 1.58 0.02
C -1.7984 -0.8879 0.2430 -2.23 2.78 -1.26
C -0.3771 -0.8506 0.2023 -1.04 0.87 1.93
C 1.2208 1.0024 -0.2357 1.67 -2.35 1.84
C -2.2588 0.2153 -0.1550 -1.40 -5.63 1.13
C 0.5708 -1.9261 0.5724 0.56 2.86 -3.57
C -1.3330 1.2238 -0.3718 1.07 2.97 0.06
H -1.3346 1.7485 -1.3504 0.31 -0.77 0.24
H 1.2929 2.0574 -0.3126 -0.68 0.93 -0.13
H 0.4797 -2.3779 1.5035 -0.45 -0.66 1.56
H 1.5253 0.5159 -1.1487 1.32 0.27 -0.20
H 1.8399 0.7093 0.7126 -0.76 0.46 -2.01
H 1.5101 -1.3880 0.3831 0.40 -1.23 0.44
H -1.5852 2.0970 0.3157 1.08 -1.06 -0.21
H 0.3354 -2.5602 -0.2805 0.62 -1.02 0.18